Record 1
Formula: C5H9N
Source: the OMol25 dataset
Level of theory: ωB97M-V with the def2-TZVPD basis set

As for the net charge: 0. Its relative energy (zero: lowest compared OMol25 entry of this formula, charge and spin) is 551.3 kJ/mol. The value obtained for the LUMO energy (alpha / beta) is 0.381 / 0.381 eV. The HOMO-LUMO gap (alpha / beta) comes out at 8.677 / 8.677 eV.

Each line ends with the natural charge from an NBO analysis.
Atoms and positions in Å:
C1 0.320 1.349 -0.909  -0.64
C2 -1.380 -0.434 0.356  -0.72
C3 0.427 0.417 0.298  0.30
C4 1.094 -0.915 -0.110  -0.30
C5 0.084 -1.709 -0.171  -0.04
N1 0.623 0.891 1.513  -0.74
H1 1.433 0.454 1.955  0.34
H2 2.158 -1.011 -0.287  0.23
H3 -0.353 -2.652 -0.441  0.23
H4 -0.409 2.130 -0.687  0.23
H5 1.294 1.816 -1.071  0.23
H6 0.022 0.823 -1.817  0.21
H7 -1.970 -0.649 -0.537  0.20
H8 -1.720 0.548 0.691  0.26
H9 -1.623 -1.057 1.217  0.23

---

Record 2
Formula: C5H9N
Source: the OMol25 dataset
Level of theory: ωB97M-V with the def2-TZVPD basis set

As for the net charge: 0. Its relative energy (zero: lowest compared OMol25 entry of this formula, charge and spin) is 183.1 kJ/mol. The value obtained for the LUMO energy is 1.060 eV. As for the SMILES: C=C/C=C/NC. The HOMO-LUMO gap comes out at 8.661 eV.

Each line ends with the natural charge from an NBO analysis.
Atoms and positions in Å:
C1 1.685 -2.318 -0.597  -0.42
N1 1.446 -0.876 -0.602  -0.58
C2 0.448 -0.360 0.213  0.02
C3 -0.357 0.668 -0.132  -0.33
C4 -1.109 1.508 0.795  -0.19
C5 -2.317 1.992 0.475  -0.40
H1 0.736 -2.841 -0.833  0.17
H2 1.889 -2.729 0.392  0.20
H3 2.491 -2.487 -1.299  0.21
H4 1.143 -0.591 -1.528  0.36
H5 0.292 -0.743 1.215  0.19
H6 -0.488 0.970 -1.178  0.19
H7 -0.789 1.587 1.835  0.20
H8 -3.036 2.239 1.234  0.20
H9 -2.679 1.890 -0.534  0.18

---

Record 3
Formula: C5H9N
Source: the OMol25 dataset
Level of theory: ωB97M-V with the def2-TZVPD basis set

As for the net charge: 0. Its relative energy (zero: lowest compared OMol25 entry of this formula, charge and spin) is 302.6 kJ/mol. The value obtained for the LUMO energy is 0.985 eV. As for the SMILES: C=C=N.C=CC. The HOMO-LUMO gap comes out at 9.612 eV.

Each line ends with the natural charge from an NBO analysis.
Atoms and positions in Å:
C1 -2.607 -0.107 0.163  0.46
C2 -1.469 -0.488 -0.414  -0.72
C3 1.790 -1.165 0.369  -0.43
C4 1.388 -0.185 -0.401  -0.15
C5 1.268 1.206 -0.034  -0.66
N1 -3.744 0.085 0.590  -0.66
H1 -1.332 -0.694 -1.428  0.24
H2 -0.572 -0.845 0.077  0.27
H3 2.216 -0.850 1.329  0.18
H4 2.160 -2.098 0.020  0.20
H5 1.243 -0.482 -1.463  0.19
H6 1.755 1.902 -0.816  0.22
H7 1.825 1.377 0.931  0.21
H8 0.247 1.439 0.065  0.24
H9 -4.168 0.904 1.011  0.40

---

Record 4
Formula: C5H9N
Source: the OMol25 dataset
Level of theory: ωB97M-V with the def2-TZVPD basis set

As for the net charge: 0. Its relative energy (zero: lowest compared OMol25 entry of this formula, charge and spin) is 198.1 kJ/mol. The value obtained for the LUMO energy is 1.184 eV. As for the SMILES: C=CC[C@@H]1CN1. The HOMO-LUMO gap comes out at 10.731 eV.

Each line ends with the natural charge from an NBO analysis.
Atoms and positions in Å:
C1 0.982 -1.375 2.084  -0.39
C2 1.091 -0.246 1.405  -0.17
C3 0.797 -0.116 -0.068  -0.46
C4 -0.384 0.781 -0.445  -0.08
C5 -1.686 0.234 -0.956  -0.26
H1 1.203 -1.404 3.122  0.20
H2 0.718 -2.313 1.557  0.19
H3 1.547 0.634 1.958  0.20
H4 0.559 -1.096 -0.468  0.20
H5 1.743 0.209 -0.617  0.22
H6 -0.480 1.744 0.003  0.20
H7 -1.763 -0.842 -0.951  0.19
H8 -2.578 0.792 -0.767  0.20
H9 -0.223 0.218 -2.448  0.34
N1 -0.790 0.913 -1.930  -0.58

---

Record 5
Formula: C5H9N
Source: the OMol25 dataset
Level of theory: ωB97M-V with the def2-TZVPD basis set

As for the net charge: 0. Its relative energy (zero: lowest compared OMol25 entry of this formula, charge and spin) is 303.1 kJ/mol. The value obtained for the LUMO energy is 1.055 eV. As for the SMILES: C=C=N.C=CC. The HOMO-LUMO gap comes out at 10.245 eV.

Each line ends with the natural charge from an NBO analysis.
Atoms and positions in Å:
C1 -0.683 1.497 -0.289  -0.66
C2 -0.833 0.069 0.166  -0.07
C3 -0.934 -0.925 -0.769  -0.63
C4 1.341 -0.174 1.301  -0.62
C5 1.737 -0.818 0.197  0.37
N1 1.657 -1.411 -0.852  -0.56
H1 -0.022 2.109 0.333  0.22
H2 -1.675 1.963 -0.278  0.23
H3 -0.312 1.530 -1.319  0.22
H4 -1.187 -0.104 1.176  0.21
H5 -1.041 -0.636 -1.814  0.23
H6 -1.309 -1.908 -0.501  0.23
H7 0.494 -1.305 -0.992  0.36
H8 1.204 -0.765 2.201  0.24
H9 1.562 0.877 1.441  0.24

---

Record 6
Formula: C5H9N
Source: the OMol25 dataset
Level of theory: ωB97M-V with the def2-TZVPD basis set

As for the net charge: 0. Its relative energy (zero: lowest compared OMol25 entry of this formula, charge and spin) is 155.4 kJ/mol. The value obtained for the LUMO energy is 0.910 eV. As for the SMILES: C=C(N)/C=C/C. The HOMO-LUMO gap comes out at 8.947 eV.

Each line ends with the natural charge from an NBO analysis.
Atoms and positions in Å:
N1 -1.156 0.432 2.128  -0.78
C1 -0.108 0.054 1.253  0.16
C2 0.860 -0.756 1.711  -0.52
C3 0.076 0.000 -2.586  -0.65
C4 0.339 -0.171 -1.139  -0.12
C5 -0.356 0.387 -0.160  -0.25
H1 -1.339 1.437 2.063  0.35
H2 -0.800 0.322 3.083  0.36
H3 1.263 -0.764 2.714  0.20
H4 1.366 -1.489 1.094  0.20
H5 0.589 0.863 -3.022  0.23
H6 0.257 -0.868 -3.218  0.22
H7 -0.977 0.222 -2.765  0.21
H8 1.327 -0.480 -0.798  0.20
H9 -1.342 0.812 -0.357  0.20